Here is a structure of composition C6H15CsNO4S in a non-equilibrium geometry from OMol25. Energies are from ωB97M-V/def2-TZVPD.

```
28
Properties=species:S:1:pos:R:3:lowdin_charge:R:1
Cs 1.16 0.86 2.34 1.04
S -1.09 2.41 4.65 0.05
O 0.20 1.81 5.06 -0.59
O -2.14 1.61 5.24 -0.44
O -1.21 3.77 5.25 -0.46
O -1.19 2.39 3.22 -0.58
C 1.12 1.61 -2.04 -0.06
C 0.05 0.48 -1.79 -0.20
N 0.39 -0.48 -0.70 -0.23
C 1.48 -1.40 -1.07 -0.26
C 1.18 -2.55 -2.03 -0.08
C -0.74 -1.25 -0.33 -0.31
C -1.79 -0.38 0.42 -0.06
H 1.45 2.22 -1.20 0.06
H 0.80 2.29 -2.83 0.07
H 2.07 1.17 -2.33 0.05
H -0.94 0.90 -1.57 0.10
H -0.22 0.00 -2.73 0.11
H 2.32 -0.85 -1.50 0.10
H 1.89 -1.69 -0.11 0.10
H 0.40 -3.20 -1.62 0.06
H 0.80 -2.19 -2.99 0.07
H 2.06 -3.11 -2.34 0.07
H -0.55 -2.13 0.28 0.12
H -1.25 -1.70 -1.18 0.11
H -2.46 -1.03 0.98 0.08
H -2.47 0.15 -0.25 0.07
H -1.31 0.27 1.15 0.01
```

**Electronic energy**: -1011.6784 Ha
**Energy relative to the best compared isomer or geometry (same formula, charge and spin)**: 1.070 eV
**Total charge**: -1
**Kohn-Sham gap**: 0.14702 hartree
**Highest occupied orbital energy**: -2.5 eV



Here is a structure of composition C3H5LiNaO3 in a non-equilibrium geometry from OMol25. Energies are from ωB97M-V/def2-TZVPD.

```
13
Properties=species:S:1:pos:R:3:lowdin_charge:R:1
H 2.77 0.49 1.57 0.20
O -1.14 0.12 0.41 -0.05
C -0.78 -1.17 0.65 -0.23
C 0.04 -1.42 1.90 -0.10
O 1.41 -1.04 1.72 0.05
C 1.78 0.18 2.00 -0.28
O 1.04 1.13 2.15 -0.02
Na -2.28 0.90 -1.89 0.92
Li -0.81 1.55 1.93 0.83
H -0.34 -1.63 -0.26 0.17
H -1.75 -1.73 0.74 0.20
H 0.06 -2.49 2.10 0.16
H -0.39 -0.91 2.77 0.15
```

**Electronic energy**: -512.2668 Ha
**Energy relative to the best compared isomer or geometry (same formula, charge and spin)**: 1.023 eV
**Multiplicity**: 2
**Total charge**: +2
**Kohn-Sham gap (spin up / spin down)**: 0.39001 / 0.27515 hartree
**Highest occupied orbital energy (spin up / spin down)**: -18.9 / -18.9 eV
**Expectation value of S²**: 0.754



Here is a structure of composition C29H59Br23F3GaO3P in a non-equilibrium geometry from OMol25. Energies are from ωB97M-V/def2-TZVPD.

```
119
Properties=species:S:1:pos:R:3:lowdin_charge:R:1
C 6.43 3.04 2.25 -0.16
C 5.24 4.01 1.92 -0.78
Br 6.02 5.73 1.26 0.54
C 4.30 3.42 0.84 -0.32
Ga 2.73 2.38 1.68 0.40
C 2.87 0.43 1.06 -0.31
C 2.46 -0.51 2.26 -0.35
C 3.52 -0.47 3.43 -0.72
F 4.70 0.10 3.12 0.07
F 3.83 -1.76 3.86 -0.22
F 3.02 0.19 4.50 0.04
C 0.85 3.05 1.16 -0.34
P 0.03 4.04 2.41 0.38
O 0.34 5.49 2.27 -0.33
O 0.33 3.51 3.92 -0.19
O -1.60 3.85 2.23 -0.22
H 7.35 3.62 2.39 0.04
H 6.54 2.26 1.48 0.07
H 6.20 2.54 3.21 0.07
H 4.71 4.21 2.86 0.05
H 4.89 2.72 0.21 0.05
H 3.98 4.22 0.15 0.03
H 2.88 2.50 3.28 0.00
H 2.18 0.33 0.20 0.02
H 3.88 0.24 0.67 -0.01
H 1.54 -0.07 2.67 0.04
H 2.22 -1.52 1.90 -0.03
H 0.23 2.16 0.94 -0.01
H 0.91 3.65 0.23 -0.01
H 1.30 3.40 4.03 0.02
H -1.90 4.59 1.67 -0.03
Br -4.00 3.99 -1.09 0.64
C -5.12 4.98 0.16 -0.67
C -4.82 6.46 0.10 -0.69
Br -3.16 6.88 1.03 0.70
H -4.95 4.55 1.14 0.06
H -6.14 4.78 -0.15 0.05
H -5.59 7.02 0.63 0.06
H -4.73 6.83 -0.91 0.05
Br -3.51 2.80 -6.38 0.60
C -4.61 3.83 -5.13 -0.72
C -4.31 5.31 -5.22 -0.69
Br -2.64 5.75 -4.33 0.61
H -4.43 3.42 -4.14 0.00
H -5.64 3.63 -5.43 0.05
H -5.08 5.88 -4.70 0.06
H -4.23 5.67 -6.24 0.05
Br 1.05 -0.60 -4.22 0.60
C -0.09 0.38 -2.97 -0.76
C 0.19 1.86 -3.02 -0.66
Br 1.82 2.33 -2.09 0.77
H 0.08 -0.06 -1.99 0.00
H -1.10 0.17 -3.29 0.01
H -0.60 2.41 -2.50 0.04
H 0.28 2.23 -4.04 0.05
Br -3.17 -2.31 -2.82 0.65
C -4.29 -1.33 -1.57 -0.67
C -4.00 0.15 -1.62 -0.71
Br -2.35 0.58 -0.68 0.69
H -4.13 -1.76 -0.58 0.06
H -5.31 -1.53 -1.89 -0.03
H -4.78 0.71 -1.10 0.02
H -3.90 0.53 -2.63 0.04
Br -0.07 -6.49 -0.88 0.59
C -0.77 -5.18 0.37 -0.69
C -0.81 -3.80 -0.24 -0.70
Br 0.96 -3.00 -0.29 0.67
H -0.16 -5.23 1.26 0.05
H -1.78 -5.52 0.61 0.06
H -1.41 -3.13 0.38 0.05
H -1.20 -3.79 -1.25 -0.01
Br -7.09 1.49 -2.90 0.64
C -6.80 0.48 -4.54 -0.67
C -7.82 -0.62 -4.69 -0.68
Br -7.41 -2.13 -3.54 0.66
H -5.78 0.12 -4.52 0.05
H -6.91 1.21 -5.34 0.05
H -7.79 -1.03 -5.71 0.06
H -8.83 -0.31 -4.46 0.05
Br 5.07 2.74 -7.64 0.58
C 3.84 2.03 -6.30 -0.70
C 3.60 3.02 -5.19 -0.72
Br 5.11 3.09 -3.96 0.60
H 4.26 1.09 -5.95 0.05
H 2.91 1.83 -6.84 0.05
H 2.76 2.71 -4.58 -0.03
H 3.44 4.03 -5.55 0.05
Br 0.22 -10.46 -1.71 0.59
C 0.82 -10.60 0.13 -0.70
C -0.30 -11.01 1.05 -0.70
Br -1.50 -9.52 1.42 0.59
H 1.26 -9.64 0.40 0.05
H 1.60 -11.36 0.12 0.05
H 0.09 -11.31 2.02 0.05
H -0.91 -11.81 0.64 0.05
Br 6.13 -2.99 -1.85 0.60
C 6.72 -3.15 -0.01 -0.70
C 5.59 -3.58 0.90 -0.63
Br 4.38 -2.10 1.27 1.00
H 7.16 -2.20 0.27 0.05
H 7.51 -3.91 -0.03 0.05
H 5.98 -3.88 1.87 0.06
H 4.99 -4.38 0.48 0.05
Br 1.79 -2.41 4.91 0.89
C 2.05 -3.91 6.12 -0.65
C 0.75 -4.42 6.67 -0.70
Br 0.06 -3.25 8.07 0.59
H 2.74 -3.58 6.89 0.05
H 2.54 -4.68 5.52 0.06
H 0.89 -5.39 7.16 0.05
H -0.03 -4.51 5.92 0.05
Br -1.24 0.00 2.62 0.65
C -1.63 0.95 4.27 -0.66
C -2.34 0.07 5.25 -0.68
Br -4.22 -0.17 4.78 0.58
H -2.20 1.84 3.99 0.05
H -0.66 1.26 4.65 0.06
H -2.35 0.53 6.24 0.06
H -1.91 -0.93 5.33 0.04
```

**Electronic energy**: -63134.3106 Ha
**Total charge**: -1
**Kohn-Sham gap**: 0.23882 hartree
**Highest occupied orbital energy**: -5.3 eV



Here is a cluster of 2 separate species, H2O4P2 in total in a non-equilibrium geometry from OMol25. Energies are from ωB97M-V/def2-TZVPD.

```
8
Properties=species:S:1:pos:R:3:lowdin_charge:R:1
O 1.72 0.69 -1.05 -0.56
O -1.84 -0.73 0.84 -0.55
O 1.82 -0.68 1.05 -0.54
O -1.05 -1.58 -1.43 -0.52
P 1.01 0.17 0.17 0.16
P -0.98 -0.56 -0.36 0.09
H 0.76 1.96 1.54 -0.03
H -1.45 0.73 -0.77 -0.04
```

**Electronic energy**: -984.8068 Ha
**Energy relative to the best compared isomer or geometry (same formula, charge and spin)**: 0.000 eV
**Multiplicity**: 3
**Total charge**: -2
**Kohn-Sham gap (spin up / spin down)**: 0.17463 / 0.24448 hartree
**Highest occupied orbital energy (spin up / spin down)**: 2.7 / -0.5 eV
**Expectation value of S²**: 2.006



Here is an isolated molecule of CH3NO in a non-equilibrium geometry from OMol25. Energies are from ωB97M-V/def2-TZVPD.

```
6
Properties=species:S:1:pos:R:3:lowdin_charge:R:1
C -0.17 -0.71 0.16 -0.05
N 0.10 0.34 0.85 -0.08
O 0.33 1.46 0.08 -0.09
H -0.31 -0.65 -0.92 0.07
H -0.32 -1.65 0.69 0.07
H 0.36 1.21 -0.87 0.08
```

**Electronic energy**: -169.8165 Ha
**Energy relative to the best compared isomer or geometry (same formula, charge and spin)**: 2.480 eV
**SMILES**: C=NO
**Total charge**: 0
**Kohn-Sham gap**: 0.41455 hartree
**Highest occupied orbital energy**: -10.3 eV



Here is a cluster of 4 separate species, C22H34F3NO6 in total in a non-equilibrium geometry from OMol25. Energies are from ωB97M-V/def2-TZVPD.

```
66
Properties=species:S:1:pos:R:3:lowdin_charge:R:1
C -6.16 -2.09 -4.59 -0.02
C -4.87 -1.48 -5.07 -0.35
C -4.94 -0.32 -6.00 0.00
N -3.80 -1.98 -4.61 0.17
C -2.62 -1.62 -5.24 -0.15
C -1.68 -0.77 -4.83 -0.07
C -1.71 -0.01 -3.55 -0.09
C -1.73 -0.95 -2.34 -0.05
C -0.37 -1.57 -2.04 -0.61
F -0.07 -1.43 -0.73 0.11
F 0.63 -1.01 -2.73 0.15
F -0.38 -2.89 -2.30 0.14
C -0.61 -0.77 -5.87 -0.33
O 0.57 -0.54 -5.81 0.17
O -1.26 -1.24 -7.04 0.12
C -2.14 -2.19 -6.56 -0.36
O -2.36 -3.27 -7.05 0.17
H -6.08 -2.20 -3.52 0.08
H -6.19 -3.10 -4.98 0.09
H -7.03 -1.52 -4.88 0.07
H -4.38 0.52 -5.62 0.09
H -4.57 -0.55 -6.99 0.10
H -5.96 0.03 -6.13 0.08
H -0.90 0.69 -3.45 0.12
H -2.63 0.57 -3.50 0.12
H -2.42 -1.77 -2.47 0.11
H -2.06 -0.39 -1.47 0.11
C -1.52 2.02 1.47 -0.16
C 0.00 2.18 1.41 -0.16
C 0.28 1.80 -0.03 -0.19
O -0.87 2.18 -0.80 -0.16
C -1.94 2.50 0.09 -0.21
H -1.99 2.58 2.28 0.11
H -1.78 0.97 1.60 0.11
H 0.27 3.22 1.59 0.12
H 0.53 1.56 2.13 0.09
H 0.42 0.72 -0.14 0.10
H 1.17 2.30 -0.43 0.12
H -2.09 3.59 0.08 0.12
H -2.86 2.03 -0.26 0.11
C 0.44 1.28 6.68 -0.17
C 1.47 0.24 6.22 -0.16
C 1.38 0.37 4.71 -0.20
O 1.03 1.74 4.43 -0.16
C 0.62 2.38 5.65 -0.20
H 0.59 1.62 7.70 0.11
H -0.57 0.86 6.61 0.11
H 2.46 0.53 6.56 0.12
H 1.26 -0.77 6.57 0.11
H 0.59 -0.27 4.30 0.12
H 2.31 0.13 4.21 0.10
H 1.41 3.07 5.95 0.12
H -0.29 2.95 5.47 0.12
C 6.22 0.01 2.24 -0.17
C 5.61 -1.33 1.81 -0.17
C 5.38 -2.01 3.15 -0.21
O 5.12 -0.97 4.10 -0.15
C 5.44 0.30 3.51 -0.21
H 6.11 0.79 1.49 0.11
H 7.28 -0.12 2.46 0.11
H 4.66 -1.16 1.31 0.11
H 6.25 -1.91 1.14 0.11
H 6.28 -2.55 3.47 0.12
H 4.54 -2.70 3.14 0.12
H 4.50 0.82 3.29 0.11
H 6.01 0.89 4.23 0.12
```

**Electronic energy**: -1664.4397 Ha
**SMILES**: CC(C)=NC1=C(CCC(F)(F)F)C(=O)OC1=O.C1CCOC1.C1CCOC1.C1CCOC1
**Total charge**: 0
**Kohn-Sham gap**: 0.34409 hartree
**Highest occupied orbital energy**: -9.5 eV